(1)
ORCA calculation (the ωB97M-V functional and the def2-TZVPD basis) on a molecular structure, C23H31ClFIInNO2PS2.

Summary:
frontier orbital gap = 0.234 Ha
molecular weight = 744.8 g/mol
net charge = -1
E_HOMO = -4.68 eV

Structure (XYZ):
```
64
C23H31ClFIInNO2PS2, DFT the ωB97M-V functional and the def2-TZVPD basis
O 1.14650 -0.52662 1.46605
P -0.11032 -1.59742 1.64935
I -1.97493 -0.25069 2.59128
In -0.87978 -2.22297 -0.73830
Cl -0.62603 -4.65786 -0.75737
C -3.01705 -1.83285 -1.05590
C -3.36888 -1.28281 -2.42560
C -3.05793 0.21146 -2.46314
S -4.61819 1.10736 -2.49693
C -4.18509 2.72133 -1.98106
S -4.72361 4.01258 -2.79994
N -3.51738 2.78621 -0.73840
C -4.02939 3.80070 0.18203
C -3.37499 3.57780 1.52902
O -1.96904 3.59928 1.46048
C -1.51274 2.65315 0.51892
C -2.06893 2.99840 -0.83270
C 0.56108 -1.46699 -2.20134
C 0.60105 0.04694 -2.31677
C 1.92599 0.61491 -2.88187
C 2.61355 1.53723 -1.93410
C 3.36098 1.03714 -0.85622
C 3.93995 1.89368 0.07632
C 3.80944 3.27533 -0.05624
C 3.07476 3.78800 -1.12686
C 2.48630 2.92618 -2.04803
H 0.94050 0.19277 0.86106
H -3.39441 -1.13625 -0.31668
H -3.51646 -2.77877 -0.88723
H -4.44008 -1.39556 -2.58095
H -2.88390 -1.81151 -3.23588
H -2.50937 0.46878 -1.56889
H -2.48960 0.51261 -3.33299
H -5.09743 3.68313 0.28887
H -3.80138 4.80557 -0.16172
H -3.65788 4.37166 2.20535
H -3.72757 2.63524 1.94484
H -1.86796 1.65971 0.79623
H -0.43598 2.63969 0.53168
H -1.61210 2.44905 -1.63954
H -1.86609 4.05573 -1.00928
H 1.53711 -1.81187 -1.87813
H 0.39649 -1.89326 -3.18367
H -0.22227 0.39202 -2.92614
H 0.45511 0.49488 -1.33843
H 1.73695 1.15352 -3.80166
H 2.57717 -0.21739 -3.11370
H 3.46207 -0.02739 -0.74565
H 4.49188 1.48800 0.90404
H 4.25081 3.93280 0.66797
H 2.96092 4.85145 -1.23799
H 1.90304 3.33279 -2.85555
F 4.72881 -6.63233 5.37060
C 3.87075 -5.84264 4.67362
C 2.63362 -6.34746 4.33307
C 1.76238 -5.53263 3.62278
C 2.13445 -4.24519 3.26299
C 3.38848 -3.76984 3.61870
C 4.27161 -4.56810 4.33418
H 2.36674 -7.35605 4.61838
H 0.78605 -5.90510 3.34444
H 1.44979 -3.61470 2.70886
H 3.68096 -2.76719 3.33669
H 5.25146 -4.21569 4.62702
```

=====

(2)
ORCA calculation (the ωB97M-V functional and the def2-TZVPD basis) on 5 unconnected molecules or ions with the total composition C13H30N5O16S4.

Summary:
frontier orbital gap = 0.358 Ha
molecular weight = 640.7 g/mol
net charge = +1
E_HOMO = -12.75 eV

Structure (XYZ):
```
68
C13H30N5O16S4, DFT the ωB97M-V functional and the def2-TZVPD basis
C 2.65218 -0.54205 -0.00611
N 2.83192 -0.00820 -1.36357
C 2.47262 1.35725 -1.58349
N 1.13752 1.56092 -2.21801
C 0.84941 2.93427 -2.72478
C 0.44769 3.64850 -1.43913
N -0.50866 2.58218 -0.95517
C 0.04092 1.40594 -1.37010
N -0.43664 0.23967 -1.05461
N -1.54362 0.03556 -0.21370
H 1.85114 -0.04465 0.54650
H 2.40479 -1.59901 -0.06650
H 3.58338 -0.46055 0.54664
H 2.45990 -0.61846 -2.07436
H 3.17750 1.80688 -2.28355
H 2.58633 1.90263 -0.64427
H -0.08269 2.77823 -3.26422
H 1.63966 3.41622 -3.28398
H -0.10926 4.56811 -1.56951
H 1.22166 3.69904 -0.68003
H -0.72593 2.58868 0.04444
H 0.03946 -0.56098 -1.43766
H -2.10531 0.88393 -0.21324
H -2.11442 -0.67417 -0.66143
C -0.83788 1.97029 4.46297
C -1.38680 3.24026 5.07540
O -1.79009 4.01960 3.92640
S -2.30397 3.05537 2.77643
O -3.71455 2.97390 2.77592
O -1.59885 3.39403 1.57924
O -1.71076 1.69442 3.35074
H 0.17125 2.11830 4.07536
H -0.84011 1.12982 5.15143
H -0.65069 3.78677 5.65568
H -2.26769 3.04933 5.68942
C 0.30134 -3.73915 0.10960
C 0.03327 -4.20942 1.52386
O 0.37565 -5.60151 1.48747
S 1.58755 -5.84613 0.46955
O 2.81223 -5.86926 1.17713
O 1.21779 -6.87395 -0.42788
O 1.48537 -4.42308 -0.28852
H -0.51001 -4.02746 -0.56562
H 0.46242 -2.66362 0.05197
H -1.00273 -4.08812 1.82314
H 0.67944 -3.70931 2.23856
C 1.77995 1.29607 -6.07559
C 0.98080 2.50248 -6.52202
O 1.42573 2.75610 -7.85163
S 1.79821 1.36751 -8.57387
O 0.69818 0.93271 -9.34940
O 3.10006 1.48400 -9.11059
O 1.84629 0.47090 -7.23631
H 2.79587 1.57317 -5.78166
H 1.29836 0.75526 -5.26347
H 1.15301 3.38055 -5.90474
H -0.08934 2.28023 -6.55074
C -3.62356 -3.21958 4.78965
C -3.32807 -1.73943 4.91257
O -2.02898 -1.69187 5.52563
S -1.15407 -2.94520 5.04180
O -0.32530 -2.52405 3.96393
O -0.63442 -3.59833 6.17930
O -2.35759 -3.79984 4.43059
H -3.94632 -3.64954 5.73832
H -4.35662 -3.44065 4.01956
H -4.04506 -1.21413 5.53630
H -3.26887 -1.25737 3.93396
```

=====

(3)
ORCA calculation (the ωB97M-V functional and the def2-TZVPD basis) on a molecular structure, C10H25CeN4Se3Te.

Summary:
frontier orbital gap (spin up / spin down) = 0.205 / 0.206 Ha
molecular weight = 705.9 g/mol
E_HOMO (spin up / spin down) = -6.39 / -6.38 eV
spin multiplicity = 2

Structure (XYZ):
```
44
C10H25CeN4Se3Te, DFT the ωB97M-V functional and the def2-TZVPD basis
Ce 0.00000 0.00000 0.00000
C -2.07450 -0.32710 2.51840
C -2.09060 -1.35180 1.37480
N -2.18060 -1.10260 -0.08060
C -3.36580 -0.59540 -0.66250
C -3.30810 0.89890 -0.32940
N -1.88930 1.39900 -0.22860
C -1.53640 1.95330 -1.55230
C -0.18490 2.67220 -1.61980
C 0.14420 3.43920 -0.34620
N 0.34700 2.39850 0.65540
C 0.78550 2.91050 1.98650
C 1.24190 1.66150 2.80580
N 0.45260 0.53620 2.35050
C -1.00370 0.78180 2.68020
H -2.01520 -0.92830 3.43840
H -3.06030 0.15120 2.57120
H -2.88030 -2.07880 1.60860
H -1.15710 -1.91690 1.50050
H -1.42020 -2.41880 -0.49000
H -4.27930 -1.06980 -0.29190
H -3.32590 -0.72670 -1.74860
H -3.77280 1.05470 0.65180
H -3.91680 1.48150 -1.03180
H -1.97870 2.15340 0.38580
H -2.29660 2.68950 -1.84650
H -1.54790 1.16020 -2.30960
H -0.19380 3.36590 -2.46940
H 0.60560 1.93900 -1.83050
H -0.67080 4.11480 -0.06580
H 1.05700 4.02740 -0.48660
H 2.07560 1.92470 0.21120
H -0.04440 3.42650 2.48090
H 1.62270 3.60980 1.88660
H 1.15090 1.84430 3.88180
H 2.29610 1.45540 2.59080
H 0.51570 -0.70700 2.84430
H -1.39770 1.67960 2.21070
H -1.02900 1.02590 3.75330
Se 0.16690 -0.51370 -3.08940
Se 1.66280 -2.14780 -3.95050
Te 0.26710 -3.96130 -2.78780
Se 0.94810 -2.91800 -0.54010
H 2.17420 0.00000 0.00000
```

=====

(4)
ORCA calculation (the ωB97M-V functional and the def2-TZVPD basis) on a molecular structure, C17H28NO2P2SeTi.

Summary:
ΔE to the lowest compared entry with this formula, charge and spin = 0.00 kcal per mole
frontier orbital gap (spin up / spin down) = 0.237 / 0.231 Ha
molecular weight = 467.2 g/mol
net charge = +3
E_HOMO (spin up / spin down) = -17.59 / -17.59 eV

Structure (XYZ):
```
52
C17H28NO2P2SeTi, DFT the ωB97M-V functional and the def2-TZVPD basis
Ti 0.29003 0.96702 -0.71345
P 2.06110 -0.62767 0.16389
C 2.37165 -0.80225 -1.61254
C 1.11836 -1.30129 -2.30870
N -0.01668 -0.67031 -1.91592
C -1.20593 -1.13130 -2.36933
C -1.27926 -2.07184 -3.39682
C -0.08053 -2.58727 -3.91687
C 1.14094 -2.24408 -3.32211
C -2.46504 -0.54190 -1.80924
P -2.11398 0.88893 -0.77755
H 2.11355 -2.65017 -3.64601
H -2.28792 -2.34531 -3.80078
H -0.10526 -3.24778 -4.78293
H -3.14409 -0.23933 -2.62312
H -3.03028 -1.30503 -1.25057
H 2.62520 0.23307 -2.05425
H 3.19752 -1.54300 -1.73499
H 0.86411 3.66725 -2.08327
O 1.30712 2.74819 -2.26217
H 2.21335 2.92477 -2.39088
H 0.06445 3.82970 -0.27190
O -0.11598 4.22810 -1.19727
H -0.65291 5.01460 -1.08952
C -2.26474 2.16777 -2.01686
H -3.26347 2.03356 -2.40313
H -2.19734 3.15811 -1.58562
H -1.57293 2.02126 -2.84709
C -3.48755 0.98940 0.36713
H -3.40430 1.90353 0.97659
H -4.41322 1.06845 -0.21194
H -3.57548 0.08888 0.99970
C 2.13762 -2.30857 0.84399
H 3.11364 -2.76469 0.63548
H 2.06758 -2.31541 1.94220
H 1.38351 -2.97677 0.41295
C 3.69154 -0.01726 0.72596
H 3.68068 0.20903 1.80260
H 4.44140 -0.81018 0.57118
H 4.01674 0.85777 0.13599
Se 0.21310 1.60356 1.56220
C -0.06903 0.41128 3.18870
C -1.33464 0.35291 3.79083
C -1.54832 -0.52204 4.86525
C -0.50084 -1.29854 5.36708
C 0.78004 -1.15482 4.83151
C 1.01422 -0.25236 3.78584
H -2.15960 0.95663 3.40515
H -2.54757 -0.65265 5.27539
H -0.69208 -2.05199 6.12894
H 1.58663 -1.79018 5.19130
H 2.03490 -0.09979 3.42497
```

=====

(5)
ORCA calculation (the ωB97M-V functional and the def2-TZVPD basis) on a molecular structure, C2H2AgLiO2.

Summary:
ΔE to the lowest compared entry with this formula, charge and spin = 64.50 kcal per mole
frontier orbital gap (spin up / spin down) = 0.224 / 0.202 Ha
molecular weight = 172.8 g/mol
net charge = +1
E_HOMO (spin up / spin down) = -11.44 / -10.83 eV
spin multiplicity = 2

Structure (XYZ):
```
8
C2H2AgLiO2, DFT the ωB97M-V functional and the def2-TZVPD basis
C 1.47161 -0.03509 0.16948
H 1.63254 -0.51638 -0.79952
H 2.13856 -0.11010 1.03517
O 0.73262 1.15912 0.16435
C -0.49814 0.99677 -0.21794
O -1.44519 0.42362 -0.55760
Li -3.56486 -0.13217 0.33476
Ag -0.46714 -1.78576 -0.12870
```

=====

(6)
ORCA calculation (the ωB97M-V functional and the def2-TZVPD basis) on 4 unconnected molecules or ions with the total composition C27H26N7O7.

Summary:
frontier orbital gap = 0.280 Ha
molecular weight = 560.5 g/mol
net charge = +1
E_HOMO = -11.70 eV

Structure (XYZ):
```
67
C27H26N7O7, DFT the ωB97M-V functional and the def2-TZVPD basis
N -0.36422 1.43950 2.63051
C -1.06414 0.25676 2.54493
N -2.52587 0.11874 2.97951
C -2.81233 -1.35217 2.73991
N -1.55026 -1.99228 2.17215
N -0.51730 -1.07320 2.07489
C 0.84384 -1.50048 1.57277
O 1.78981 -1.91844 2.62777
C 1.17742 -1.87550 3.96542
C 0.30347 -3.16736 4.56964
C -0.40627 -3.07126 6.04439
C -0.24562 -1.70469 6.95887
C 0.64027 -0.44245 6.36872
C 1.35878 -0.51606 4.89596
H 0.65028 1.48254 2.94145
H -0.91917 2.32550 2.44403
H -3.77221 -1.99683 2.92140
H -1.41399 -3.00461 1.92225
H 0.65865 -2.47201 0.90420
H 1.32465 -0.71038 0.82739
H 0.22344 -4.09795 3.83216
H -1.04119 -4.01586 6.39067
H -0.76755 -1.62711 8.00437
H 0.75002 0.54292 7.02833
H 1.98501 0.42236 4.55288
C 2.63930 3.55394 -2.58675
C 3.13738 4.30357 -1.51993
C 2.31373 4.60974 -0.43491
C 0.98816 4.15414 -0.42649
C 0.48330 3.40795 -1.49970
C 1.31572 3.11044 -2.58055
N 0.12482 4.45099 0.72286
O 0.60264 5.12992 1.64397
O -1.03046 4.00249 0.70836
H 3.28697 3.31293 -3.42796
H 4.16960 4.64693 -1.53272
H 2.71695 5.19483 0.38876
H -0.54489 3.05228 -1.50845
H 0.93405 2.52922 -3.41706
C -4.54106 -0.69677 0.21246
C -5.76291 -1.24407 0.60702
C -6.69969 -1.63002 -0.35365
C -6.39921 -1.46687 -1.71301
C -5.17649 -0.91058 -2.11172
C -4.24875 -0.52573 -1.14175
N -7.36936 -1.89416 -2.72824
O -8.44744 -2.36420 -2.33518
O -7.05343 -1.76443 -3.91963
H -3.81151 -0.40253 0.96505
H -5.98404 -1.37284 1.66441
H -7.64728 -2.05502 -0.02992
H -4.93233 -0.77370 -3.16310
H -3.29551 -0.09572 -1.44124
C 4.23988 -2.26844 -5.27947
C 4.41939 -1.14834 -6.09267
C 4.75749 0.08165 -5.52504
C 4.91855 0.17799 -4.13596
C 4.73140 -0.94313 -3.31649
C 4.39063 -2.16722 -3.89540
N 5.29886 1.46231 -3.53567
O 5.43664 2.43515 -4.29218
O 5.46441 1.49942 -2.30796
H 3.98183 -3.22664 -5.72720
H 4.29868 -1.23484 -7.17040
H 4.89396 0.94513 -6.17245
H 4.84836 -0.88140 -2.23655
H 4.24616 -3.04404 -3.26806
```